Formula: C7H10
Source: the Open Molecules 2025 dataset
Level of theory: wB97M-V/def2-TZVPD

Structure (XYZ):
```
17
C7H10 (wB97M-V/def2-TZVPD)
C -0.67 0.80 -0.13
C -0.85 2.04 -0.43
C 2.79 -0.08 -0.06
C 1.63 0.17 0.53
C 0.39 -0.25 -0.13
C -0.93 -0.46 0.64
C -1.83 -1.42 -0.14
H -1.67 2.63 -0.06
H -0.01 2.50 -0.93
H 3.65 0.23 0.58
H 2.91 -0.72 -1.03
H 1.48 0.85 1.30
H 0.42 -0.98 -0.99
H -1.11 -0.36 1.71
H -2.85 -1.33 0.29
H -1.45 -2.45 0.07
H -1.90 -1.16 -1.21
```

Output
Orbital gap, Eh: 0.3694
Lowest unoccupied orbital energy, eV: 1.120
Strongest force on any atom, eV/A: 3.28
ΔE to the lowest compared entry with this formula, charge and spin, kJ/mol: 303.27
HOMO level, eV: -8.93
SMILES: C=C[C@@H]1C(=C)[C@H]1C

---

Formula: C14H13N
Source: the Open Molecules 2025 dataset
Level of theory: wB97M-V/def2-TZVPD

Structure (XYZ):
```
28
C14H13N (wB97M-V/def2-TZVPD)
C -2.79 1.18 -0.22
C 2.19 1.12 2.41
C 2.17 -0.24 2.13
C 1.53 2.14 1.72
C 1.59 -0.60 0.87
C 0.89 1.69 0.52
C 0.94 0.36 0.03
C -1.65 -2.42 -0.07
C -0.41 -2.50 -0.56
C -2.45 -1.23 -0.16
C 0.07 -1.37 -1.46
C -1.95 -0.01 0.02
C 0.38 -0.09 -1.21
C 0.23 1.01 -2.26
N -3.27 2.23 -0.43
H 2.79 1.41 3.29
H 2.63 -0.97 2.63
H 1.28 3.06 2.09
H 1.56 -1.61 0.47
H 0.47 2.48 0.02
H -2.15 -3.24 0.50
H 0.11 -3.39 -0.36
H -3.52 -1.28 -0.49
H -0.22 -1.71 -2.50
H -0.97 0.25 0.43
H -0.17 1.87 -1.80
H -0.51 0.62 -3.10
H 1.23 1.23 -2.51
```

Output
Orbital gap, Eh: 0.3223
Lowest unoccupied orbital energy, eV: 0.074
Strongest force on any atom, eV/A: 6.88
ΔE to the lowest compared entry with this formula, charge and spin, kJ/mol: 134.19
HOMO level, eV: -8.70
SMILES: C/C(=C/C=C\C=C\C#N)c1ccccc1

---

Formula: C41H48Br2N5O5RbSi
Source: the Open Molecules 2025 dataset
Level of theory: wB97M-V/def2-TZVPD

Structure (XYZ):
```
103
C41H48Br2N5O5RbSi (wB97M-V/def2-TZVPD)
Rb 0.37 1.00 -1.23
O 2.52 2.03 2.41
C 3.67 2.74 2.23
C 4.36 3.28 3.31
C 5.53 3.98 3.12
C 6.05 4.12 1.84
C 5.37 3.57 0.77
C 4.18 2.88 0.94
C 3.47 2.30 -0.26
O 2.31 2.68 -0.53
N 4.29 1.54 -0.94
N 3.82 0.67 -1.85
C 4.59 0.35 -2.82
C 4.29 -0.69 -3.77
C 5.24 -1.01 -4.74
C 5.03 -2.00 -5.69
C 3.84 -2.71 -5.67
C 2.87 -2.41 -4.72
C 3.07 -1.41 -3.77
O 2.12 -1.10 -2.88
H 2.36 1.91 3.35
H 3.97 3.13 4.31
H 6.05 4.41 3.97
H 6.98 4.66 1.69
H 5.77 3.66 -0.23
H 5.55 0.86 -2.97
H 6.16 -0.45 -4.76
H 5.78 -2.21 -6.43
H 3.65 -3.48 -6.41
H 1.94 -2.95 -4.71
C 1.92 -2.93 0.42
O 1.08 -2.82 -0.69
C 0.59 -3.96 -1.26
C 0.69 -5.21 -0.71
C 0.13 -6.29 -1.39
Br 0.32 -8.04 -0.62
C -0.54 -6.15 -2.57
C -0.66 -4.87 -3.14
C -0.06 -3.74 -2.53
O -0.08 -2.57 -3.04
C -1.42 -4.71 -4.36
N -2.00 -5.66 -5.06
C -2.65 -5.01 -6.08
C -3.43 -5.51 -7.12
C -3.98 -4.61 -8.00
C -3.76 -3.23 -7.88
C -2.99 -2.71 -6.87
C -2.43 -3.61 -5.97
N -1.64 -3.46 -4.87
H 2.71 -3.68 0.25
H 1.36 -3.21 1.32
H 2.37 -1.95 0.56
H 1.18 -5.37 0.24
H -0.99 -6.98 -3.09
H 1.33 -1.70 -2.95
H -3.59 -6.58 -7.22
H -4.59 -4.97 -8.82
H -4.22 -2.57 -8.60
H -2.82 -1.65 -6.77
H -1.23 -2.64 -4.43
C -0.03 1.10 5.37
C -1.53 1.20 5.07
C -2.18 1.98 6.22
C -2.06 -0.24 5.11
Si -1.89 2.00 3.30
Br -0.47 0.73 2.05
C -3.70 1.65 2.66
C -3.79 0.23 2.08
C -4.14 2.58 1.53
C -4.73 1.79 3.80
C -1.36 3.88 3.18
C -2.39 4.77 3.87
C 0.00 4.14 3.83
C -1.22 4.30 1.71
H 0.12 0.63 6.34
H 0.44 2.07 5.38
H 0.46 0.49 4.62
H -2.06 1.43 7.16
H -3.25 2.12 6.06
H -1.72 2.95 6.34
H -1.78 -0.71 6.05
H -1.62 -0.83 4.31
H -3.14 -0.29 5.02
H -3.24 0.18 1.15
H -4.84 -0.01 1.87
H -3.40 -0.52 2.76
H -3.48 2.49 0.65
H -4.18 3.62 1.84
H -5.14 2.30 1.21
H -4.60 1.04 4.56
H -5.74 1.68 3.39
H -4.67 2.78 4.26
H -2.54 4.49 4.91
H -3.35 4.72 3.36
H -2.05 5.81 3.85
H -0.01 3.95 4.90
H 0.27 5.19 3.69
H 0.78 3.54 3.35
H -2.12 4.14 1.14
H -0.41 3.77 1.22
H -0.98 5.37 1.67
N -2.23 2.20 -1.00
C -1.85 2.32 -2.10
```

Output
Orbital gap, Eh: 0.2139
Lowest unoccupied orbital energy, eV: 3.540
Strongest force on any atom, eV/A: 1.47
ΔE to the lowest compared entry with this formula, charge and spin, kJ/mol: 106.83
Net charge: -2
HOMO level, eV: -2.28

---

Formula: C14H11N5ReS3
Source: the Open Molecules 2025 dataset
Level of theory: wB97M-V/def2-TZVPD

Structure (XYZ):
```
34
C14H11N5ReS3 (wB97M-V/def2-TZVPD)
Re 0.95 -0.06 0.82
S 1.49 0.65 2.93
C 3.17 0.56 2.46
S 3.22 0.03 0.78
C 4.22 0.84 3.23
C 4.03 1.28 4.59
N 3.85 1.60 5.68
C 5.55 0.72 2.70
N 6.60 0.58 2.25
C -1.35 -2.94 -3.11
N -0.37 -3.22 -2.01
C 0.11 -4.62 -1.82
C 0.01 -2.29 -1.24
N 0.35 -1.42 -0.52
H -2.29 -3.42 -2.88
H -0.94 -3.36 -4.03
H -1.49 -1.87 -3.23
H -0.75 -5.25 -1.59
H 0.83 -4.66 -1.01
H 0.58 -4.95 -2.75
S -0.21 4.07 -0.51
C 0.76 2.75 -0.21
N 0.11 1.62 0.04
C -1.29 1.79 0.00
C -2.26 0.82 0.23
C -3.58 1.21 0.16
C -3.94 2.54 -0.13
C -2.98 3.50 -0.35
C -1.64 3.11 -0.28
H 1.84 2.81 -0.23
H -2.00 -0.21 0.45
H -4.36 0.48 0.33
H -4.98 2.81 -0.17
H -3.25 4.53 -0.57
```

Output
Orbital gap (spin up / spin down), Eh: 0.2182 / 0.2382
Lowest unoccupied orbital energy (spin up / spin down), eV: -9.539 / -9.020
Strongest force on any atom, eV/A: 2.17
ΔE to the lowest compared entry with this formula, charge and spin, kJ/mol: 69.66
Net charge: +2
HOMO level (spin up / spin down), eV: -15.48 / -15.50
Multiplicity: 2

---

Formula: C3H5N4O2
Source: the Open Molecules 2025 dataset
Level of theory: wB97M-V/def2-TZVPD

Structure (XYZ):
```
14
C3H5N4O2 (wB97M-V/def2-TZVPD)
C 1.44 -2.24 -0.46
C -0.43 -1.50 0.26
C -0.20 1.72 0.52
N 0.88 -1.18 0.15
N 0.63 -3.22 -0.77
N -0.58 -2.76 -0.32
N -1.00 1.44 2.71
O -1.36 -0.86 0.74
O -1.17 1.95 1.58
H 2.49 -2.28 -0.68
H 0.36 0.80 0.69
H 0.47 2.59 0.48
H -0.78 1.64 -0.39
H -1.42 -3.31 -0.41
```

Output
Orbital gap (spin up / spin down), Eh: 0.2729 / 0.2691
Lowest unoccupied orbital energy (spin up / spin down), eV: 4.072 / 3.959
Strongest force on any atom, eV/A: 2.27
Net charge: -1
HOMO level (spin up / spin down), eV: -3.35 / -3.36
Multiplicity: 3

---

Formula: C13H52O15
Source: the Open Molecules 2025 dataset
Level of theory: wB97M-V/def2-TZVPD

Structure (XYZ):
```
80
C13H52O15 (wB97M-V/def2-TZVPD)
O -4.79 1.45 0.17
H -3.97 1.17 -0.27
H -5.22 2.06 -0.45
O 0.45 -3.81 1.97
H -0.19 -3.13 1.69
H 0.71 -3.53 2.85
O -3.43 3.16 3.24
H -3.09 3.96 3.65
H -3.35 3.33 2.29
O -3.07 -3.87 2.32
H -2.87 -2.93 2.37
H -3.01 -4.17 3.23
O -1.68 2.94 -0.53
H -0.89 2.68 -1.02
H -2.28 2.19 -0.63
O 0.01 -1.55 4.02
H -0.45 -1.84 4.82
H 0.34 -0.68 4.23
O -3.16 -0.80 -3.11
H -3.66 -0.11 -3.56
H -3.69 -1.60 -3.23
O -4.71 -1.05 1.97
H -4.69 -1.36 1.06
H -4.68 -0.09 1.89
C 0.53 1.03 -3.22
C 1.83 0.31 -2.81
O 2.86 0.57 -3.75
O 0.76 2.40 -2.93
H -0.30 0.53 -2.72
H 0.33 0.91 -4.29
H 1.71 -0.78 -2.79
H 2.10 0.61 -1.80
H 3.42 1.29 -3.44
H 1.29 2.85 -3.59
C -0.18 -3.52 -4.96
C -0.52 -4.45 -3.83
O 0.57 -4.60 -2.95
O 0.50 -4.12 -6.06
H 0.51 -2.74 -4.61
H -1.04 -2.98 -5.35
H -1.07 -5.36 -4.10
H -1.34 -3.93 -3.30
H 0.33 -5.19 -2.23
H 1.36 -4.45 -5.80
C -1.43 0.19 1.54
C -1.38 -0.34 0.11
C -1.43 -1.86 0.04
O -2.41 0.35 -0.61
H -2.04 -0.42 2.20
H -1.71 1.24 1.62
H -0.39 0.28 1.89
H -0.40 0.06 -0.21
H -0.50 -2.22 0.44
H -1.45 -2.12 -1.02
H -2.38 -2.17 0.46
H -2.60 -0.19 -1.40
C 1.57 3.29 2.82
C 1.28 4.48 1.94
C 2.05 4.58 0.63
O -0.13 4.54 1.73
H 1.29 2.36 2.31
H 1.03 3.18 3.77
H 2.62 3.28 3.12
H 1.56 5.39 2.49
H 1.64 5.20 -0.16
H 2.07 3.57 0.19
H 3.06 4.92 0.86
H -0.33 3.85 1.08
C 3.98 -0.85 0.44
C 3.57 0.12 1.53
C 4.22 -0.20 2.86
O 4.08 1.41 1.18
H 3.40 -0.58 -0.44
H 3.73 -1.91 0.56
H 5.05 -0.92 0.22
H 2.49 -0.04 1.65
H 5.26 -0.52 2.81
H 3.65 -1.01 3.33
H 4.14 0.58 3.63
H 4.57 1.73 1.94
```

Output
Orbital gap, Eh: 0.3560
Lowest unoccupied orbital energy, eV: -0.172
Strongest force on any atom, eV/A: 2.45
HOMO level, eV: -9.86

---

Which formula does entry 5 have?
C3H5N4O2

---

Which value of strongest force on any atom does entry 1 give?
3.28 eV/A